No. 1
Entry from OMol25: 2 unconnected molecules or ions with the total composition C5H9NSe (ωB97M-V with the def2-TZVPD basis set).

Geometry as XYZ:
```
16
Properties=species:S:1:pos:R:3:forces:R:3
C -0.667 1.009 0.441 -0.61 -0.41 -0.13
C 1.539 0.179 1.338 -2.74 0.23 1.05
C 1.443 1.350 -0.921 -0.36 -0.11 -0.17
C -2.400 -1.760 -0.617 -0.27 0.69 1.71
C 0.687 0.732 0.223 0.28 -2.66 -1.00
N -1.810 1.089 0.606 -0.12 0.67 0.28
Se -0.470 -1.843 -0.837 0.69 1.60 0.08
H 1.910 -0.813 1.150 0.15 -0.41 -0.38
H 2.369 0.866 1.315 0.46 0.21 1.14
H 0.836 0.087 2.265 1.90 0.47 -1.24
H 1.153 0.851 -1.886 0.06 0.97 0.81
H 2.540 1.130 -0.780 -1.14 0.75 -0.14
H 1.119 2.438 -0.841 1.00 -1.05 -0.78
H -2.801 -0.810 -0.051 1.10 -1.36 -1.05
H -3.003 -1.921 -1.524 0.53 0.06 0.31
H -2.444 -2.584 0.118 -0.92 0.34 -0.51
```
Positions in Å, forces in eV/Å.

## Properties
- Net charge: 0
- E_HOMO (spin up / spin down): -8.0593 / -8.0669 eV
- E_LUMO (spin up / spin down): -1.965 / -1.964 eV


No. 2
Entry from OMol25: C5H10O2 in the gas phase (ωB97M-V with the def2-TZVPD basis set).

Geometry as XYZ:
```
17
Properties=species:S:1:pos:R:3:forces:R:3
C -2.068 0.912 -1.539 -0.27 0.11 -0.09
O -0.761 0.461 -1.276 0.00 0.07 0.07
C -0.491 0.368 0.102 0.37 0.54 0.00
C 0.916 -0.167 0.305 1.59 0.76 -0.83
C 1.361 -0.159 1.764 -0.04 -0.05 0.18
C 1.116 -1.434 -0.393 1.60 -2.41 -0.19
O 2.100 -2.098 -0.141 0.26 -0.49 0.37
H -2.827 0.212 -1.148 0.17 0.10 -0.06
H -2.174 0.984 -2.625 0.00 -0.02 0.20
H -2.252 1.904 -1.094 0.07 -0.18 -0.08
H -1.232 -0.304 0.593 0.44 0.13 -0.14
H -0.573 1.347 0.596 -0.17 0.04 -0.12
H 1.881 0.251 -0.296 -2.65 0.72 1.02
H 2.362 -0.582 1.884 -0.26 0.04 -0.15
H 1.382 0.872 2.133 -0.04 -0.17 -0.05
H 0.677 -0.737 2.396 0.03 0.07 -0.07
H 0.585 -1.829 -1.262 -1.10 0.74 -0.05
```
Positions in Å, forces in eV/Å.

## Properties
- Net charge: 0
- E_HOMO: -9.3970 eV
- SMILES: COC[C@@H](C)C=O
- E_LUMO: 0.801 eV


No. 3
Entry from OMol25: 7 unconnected molecules or ions with the total composition C36H36NO25P (ωB97M-V with the def2-TZVPD basis set).

Geometry as XYZ:
```
99
Properties=species:S:1:pos:R:3:forces:R:3
O -5.082 -9.191 -2.678 0.40 0.01 -0.48
C -4.432 -9.293 -3.697 0.23 0.34 -1.56
C -4.312 -10.471 -4.564 -1.41 -0.28 0.68
C -3.549 -10.547 -5.642 1.46 -1.17 -1.60
O -3.517 -11.678 -6.427 -0.38 1.27 1.32
C -2.635 -9.418 -6.133 -1.04 0.34 0.28
O -1.896 -9.549 -7.101 -0.78 -0.13 1.32
C -2.918 -8.156 -5.416 0.11 0.09 0.93
C -3.732 -8.074 -4.313 0.58 1.00 0.43
O -3.939 -6.913 -3.597 0.82 -1.24 -1.76
H -5.060 -11.242 -4.448 0.19 -0.35 0.47
H -2.712 -11.588 -6.943 0.33 0.04 -0.67
H -2.329 -7.322 -5.768 -0.22 0.33 0.11
H -4.652 -7.094 -2.980 -0.30 -0.27 0.53
O -0.131 14.047 4.510 -0.53 1.45 -0.40
C -0.633 13.002 4.199 1.97 -4.22 1.70
C -0.245 11.742 4.961 -1.55 -0.48 -0.50
C -0.738 10.504 4.642 -0.22 1.46 -0.39
O -0.532 9.445 5.392 0.54 -0.35 0.85
C -1.633 10.274 3.439 -1.78 1.00 -1.78
O -2.229 9.229 3.168 1.67 1.11 1.20
C -1.869 11.508 2.595 2.02 1.70 0.39
C -1.358 12.728 2.948 -1.30 0.14 -0.98
O -1.421 13.876 2.194 -0.28 -2.13 0.55
H 0.280 11.854 5.898 0.18 0.13 -0.05
H -1.087 8.720 5.097 -0.24 -0.39 -0.39
H -2.081 11.564 1.538 -0.87 -1.07 -0.07
H -0.972 14.432 2.836 0.40 1.65 -0.14
O -8.977 -7.936 7.409 0.19 0.52 1.09
C -8.180 -7.029 7.532 0.96 0.46 -1.73
C -7.433 -6.545 6.339 1.24 1.12 -0.92
C -6.597 -5.460 6.268 -0.41 -1.47 -0.53
O -5.943 -5.092 5.104 -1.21 -0.85 1.30
C -6.360 -4.645 7.498 -1.61 -0.44 0.68
O -5.961 -3.507 7.415 0.40 -0.30 0.27
C -6.927 -5.269 8.782 1.35 1.12 -1.67
C -7.786 -6.280 8.749 -1.59 -0.79 3.16
O -8.340 -6.621 9.997 0.90 0.54 -1.11
H -7.573 -7.104 5.425 -0.25 -0.10 -0.05
H -5.947 -4.132 5.084 0.38 0.49 0.11
H -6.622 -4.774 9.692 -0.32 -0.04 0.13
H -9.057 -7.258 9.991 -0.03 -0.27 -0.75
O 2.082 -0.561 -11.300 -1.09 1.25 2.16
C 2.114 -0.050 -10.166 3.02 -0.13 -0.92
C 3.366 0.119 -9.452 0.36 0.39 1.60
C 3.395 0.554 -8.149 1.07 -0.21 -0.30
O 4.515 0.668 -7.472 1.81 -0.31 -0.61
C 2.265 1.005 -7.298 -2.00 1.05 -0.04
O 2.352 1.523 -6.161 0.48 -1.60 -2.76
C 1.043 0.895 -8.086 -0.90 0.32 0.74
C 0.990 0.508 -9.372 0.27 -1.14 0.27
O -0.133 0.292 -9.994 -2.60 0.83 -0.12
H 4.307 -0.058 -9.952 0.00 -0.21 0.00
H 4.346 1.139 -6.652 -0.26 0.18 0.61
H 0.116 1.152 -7.595 -0.16 0.09 -0.05
H -0.030 0.548 -10.914 0.00 -0.51 -0.57
O -0.421 -3.577 5.204 1.23 1.17 -0.80
C 0.047 -2.438 5.204 -1.57 -0.20 0.56
C -0.237 -1.531 6.324 0.17 0.36 -0.11
C 0.141 -0.248 6.339 -0.73 1.05 -0.41
O -0.324 0.574 7.316 0.68 -0.57 -0.39
C 0.844 0.434 5.118 -0.32 -2.75 2.09
O 1.318 1.512 5.072 0.33 3.36 1.10
C 1.031 -0.446 4.069 0.02 -4.45 -4.10
C 0.703 -1.770 4.004 -0.55 -0.16 1.00
O 0.857 -2.539 2.909 0.41 1.24 0.35
H -0.928 -1.836 7.096 0.22 -0.44 0.13
H 0.283 1.318 7.336 0.00 0.67 0.03
H 1.445 -0.207 3.100 0.31 1.17 0.14
H 0.433 -3.389 3.045 -0.22 -0.44 0.39
C 7.337 3.659 -1.655 -1.09 2.26 -0.09
O 7.843 2.528 -2.319 0.38 -0.81 0.44
P 9.372 2.175 -2.141 1.29 0.24 -1.32
O 10.014 2.517 -0.885 0.06 0.63 0.95
O 10.011 2.929 -3.438 -0.72 -1.31 1.30
C 11.430 2.901 -3.625 0.16 1.37 -1.00
O 9.528 0.620 -2.411 -0.36 2.22 -2.48
C 9.320 -0.289 -1.406 0.05 -1.25 1.34
H 6.450 3.510 -1.038 0.11 -0.95 -0.06
H 7.004 4.362 -2.418 -0.01 -0.03 -0.23
H 8.006 4.256 -1.035 0.65 -0.67 -0.03
H 12.028 2.880 -2.714 -0.30 -0.72 0.05
H 11.670 3.867 -4.068 -0.09 0.27 0.10
H 11.688 2.230 -4.444 0.07 -0.68 0.64
H 9.151 -1.230 -1.931 -0.02 -0.17 0.51
H 8.484 -0.034 -0.755 -0.24 -0.07 -0.15
H 10.203 -0.314 -0.769 0.04 -0.34 0.03
C -1.758 2.843 -0.254 -0.50 -1.06 1.38
N -2.416 1.548 0.054 0.92 0.96 -1.66
C -2.362 0.575 -0.996 -0.45 -1.15 -0.43
C -3.129 1.351 1.169 -0.74 -1.45 0.01
O -3.847 0.362 1.347 0.86 1.39 0.25
H -1.987 3.404 0.652 0.34 0.71 -0.35
H -2.140 3.328 -1.152 -0.24 -0.13 0.11
H -0.680 2.711 -0.348 0.01 -0.01 -0.01
H -1.353 0.476 -1.395 0.06 0.11 0.09
H -2.707 -0.402 -0.657 0.27 0.08 0.45
H -3.041 0.754 -1.830 -0.03 0.63 -0.12
H -2.922 2.157 1.891 -0.49 -0.09 0.30
```
Positions in Å, forces in eV/Å.

## Properties
- Net charge: 0
- E_HOMO: -9.4834 eV
- SMILES: O=C1C=C(O)C(=O)C=C1O.O=C1C=C(O)C(=O)C=C1O.O=C1C=C(O)C(=O)C=C1O.O=C1C=C(O)C(=O)C=C1O.O=C1C=C(O)C(=O)C=C1O.COP(=O)(OC)OC.CN(C)C=O
- E_LUMO: -2.029 eV


No. 4
Entry from OMol25: a molecular structure, C41H50FGeN7O4S2Ta (ωB97M-V with the def2-TZVPD basis set).

Geometry as XYZ:
```
107
Properties=species:S:1:pos:R:3:forces:R:3
Ta 0.111 0.080 1.105 -0.49 1.05 0.66
C -3.083 6.963 1.502 0.02 -0.01 -0.01
C -1.809 6.952 0.679 -0.02 0.01 0.01
C -0.784 7.955 1.174 0.02 0.00 0.01
C 0.404 8.003 0.232 0.00 0.00 0.00
C 0.957 6.625 -0.005 0.00 0.01 0.01
C 2.249 6.457 -0.440 0.01 0.01 0.00
C 2.785 5.179 -0.625 0.00 0.00 0.00
F 4.033 5.072 -1.054 0.01 0.00 0.00
C 2.071 4.048 -0.359 -0.03 -0.02 0.00
C 0.747 4.181 0.090 -0.02 0.02 0.00
C -0.039 3.042 0.412 0.08 -0.13 -0.02
O 0.506 1.818 0.282 0.13 0.02 -0.02
C -1.335 3.211 0.844 -0.06 0.03 0.00
C -1.856 4.509 0.927 -0.01 -0.06 0.00
N -1.153 5.580 0.645 0.04 0.03 -0.02
C 0.179 5.470 0.244 -0.05 0.01 0.00
C -2.247 2.096 1.210 -0.05 0.08 0.09
O -3.423 2.215 1.355 -0.01 -0.03 -0.04
O -1.613 0.912 1.399 0.61 -0.56 -0.41
H -3.426 7.995 1.557 0.00 0.00 -0.01
H -2.907 6.622 2.524 -0.01 0.01 0.00
H -3.894 6.391 1.054 0.00 0.00 0.01
H -2.041 7.164 -0.368 0.01 0.00 0.00
H -0.472 7.695 2.190 -0.01 0.00 0.00
H -1.263 8.932 1.227 0.00 0.00 0.00
H 1.193 8.640 0.630 0.00 0.00 -0.01
H 0.106 8.440 -0.726 -0.01 -0.01 0.00
H 2.879 7.317 -0.634 0.00 0.00 0.00
H 2.516 3.075 -0.492 0.02 0.00 -0.01
H -2.883 4.636 1.233 0.00 0.02 0.00
C -2.746 -2.283 1.305 0.03 -0.07 0.05
Ge -1.619 -1.678 -0.179 0.07 0.00 0.14
C -1.118 -3.275 -1.204 0.06 -0.01 0.00
C -0.020 -3.352 -2.061 -0.01 -0.09 0.01
C 0.289 -4.523 -2.742 -0.01 0.01 -0.01
C -0.515 -5.645 -2.586 -0.01 0.00 0.00
C -1.620 -5.585 -1.745 -0.01 0.01 -0.02
C -1.913 -4.413 -1.053 -0.01 0.00 -0.03
C -2.897 -0.601 -1.295 0.06 0.00 -0.08
C -4.154 -0.319 -0.724 0.06 0.05 0.01
C -5.183 0.244 -1.454 -0.01 0.01 -0.03
C -4.990 0.566 -2.802 -0.02 0.00 0.01
C -3.745 0.348 -3.411 0.02 0.01 0.05
C -3.546 0.671 -4.764 0.01 -0.01 0.00
C -2.309 0.458 -5.376 0.00 0.00 -0.01
C -1.267 -0.075 -4.641 -0.01 -0.01 -0.01
C -1.453 -0.410 -3.297 0.04 0.01 -0.02
C -2.679 -0.219 -2.650 -0.14 -0.04 0.00
H -3.633 -2.799 0.938 -0.01 0.03 0.00
H -3.061 -1.447 1.928 0.02 -0.01 0.02
H -2.177 -2.973 1.927 -0.02 -0.03 0.00
H 0.614 -2.488 -2.224 0.01 -0.02 0.01
H 1.138 -4.555 -3.413 0.00 0.00 0.01
H -0.301 -6.546 -3.146 0.00 0.00 0.00
H -2.287 -6.436 -1.665 0.00 0.00 0.01
H -2.788 -4.392 -0.415 0.01 -0.01 0.00
H -4.338 -0.560 0.314 -0.01 0.00 -0.01
H -6.143 0.426 -0.990 0.00 0.00 0.00
H -5.801 0.991 -3.382 0.00 0.00 0.01
H -4.370 1.081 -5.337 0.00 0.00 0.00
H -2.172 0.704 -6.421 -0.01 0.01 0.00
H -0.308 -0.244 -5.114 0.00 0.00 0.02
H -0.631 -0.836 -2.738 0.03 0.00 -0.02
C 2.484 -1.932 0.330 -0.06 0.05 -0.04
N 2.133 -0.421 0.265 -0.31 -0.22 -0.17
C 2.255 -0.049 -1.221 0.07 0.00 -0.01
N 3.544 -0.354 -1.759 0.00 0.00 0.03
C 3.799 -1.793 -1.643 -0.01 0.04 0.02
N 3.766 -2.204 -0.238 0.01 -0.02 -0.01
C 4.796 -1.460 0.500 0.00 -0.01 0.01
N 4.549 -0.020 0.403 0.02 0.03 0.01
C 3.288 0.301 0.988 -0.02 0.02 0.02
C 4.573 0.376 -1.007 -0.02 0.00 -0.01
H 1.698 -2.470 -0.204 0.01 0.02 0.01
H 2.470 -2.226 1.376 0.04 0.04 0.04
H 2.043 1.013 -1.317 0.01 0.02 0.02
H 1.495 -0.624 -1.752 -0.07 0.02 -0.01
H 4.777 -2.019 -2.064 0.00 0.00 0.00
H 3.040 -2.344 -2.203 0.02 0.01 0.01
H 5.775 -1.687 0.083 0.00 0.00 0.00
H 4.784 -1.762 1.548 0.01 -0.01 0.00
H 3.091 1.372 0.922 0.01 0.00 0.01
H 3.259 -0.013 2.032 0.01 0.00 0.00
H 5.552 0.153 -1.428 0.00 0.00 0.00
H 4.399 1.449 -1.091 0.00 0.00 -0.01
N 0.042 -8.319 1.066 0.03 -0.01 -0.02
C 1.165 -7.533 1.712 0.03 0.04 0.00
C 0.737 -6.116 2.110 -0.01 0.05 -0.02
N 0.839 -5.073 1.097 0.01 -0.21 -0.14
H 0.360 -9.248 0.776 0.00 0.00 0.00
H -0.319 -7.845 0.234 -0.01 0.02 -0.02
H -0.738 -8.454 1.714 0.00 0.00 0.00
H 1.977 -7.514 0.987 0.03 -0.02 0.03
H 1.483 -8.114 2.576 -0.05 -0.02 0.01
H 1.361 -5.840 2.960 0.02 0.02 -0.01
H -0.289 -6.128 2.489 0.02 -0.02 0.05
H 0.169 -5.185 0.342 -0.02 0.05 0.04
H 1.764 -5.056 0.678 0.00 0.01 0.06
C 0.698 0.279 6.295 0.03 0.03 0.03
O 0.542 -0.720 5.229 -0.06 -0.06 0.00
C 0.558 -0.427 3.995 0.17 0.19 -0.09
S 0.755 1.153 3.336 0.06 -0.53 -0.04
S 0.363 -1.711 2.860 -0.28 0.20 -0.11
H 0.092 -0.090 7.114 0.00 -0.01 0.00
H 0.352 1.250 5.952 -0.02 0.00 -0.01
H 1.750 0.296 6.566 0.01 0.01 -0.02
```
Positions in Å, forces in eV/Å.

## Properties
- Net charge: +4
- E_HOMO (spin up / spin down): -17.6694 / -17.7718 eV
- E_LUMO (spin up / spin down): -10.924 / -12.258 eV
- ⟨S²⟩: 0.777
- Multiplicity: 2


No. 5
Entry from OMol25: C4H6ClF in the gas phase (ωB97M-V with the def2-TZVPD basis set).

Geometry as XYZ:
```
12
Properties=species:S:1:pos:R:3:forces:R:3
C -0.609 -0.725 1.686 -2.22 0.36 0.85
C 0.183 -0.703 0.671 2.97 -0.09 -1.14
Cl 1.886 -1.049 0.977 0.09 0.23 -0.22
C -0.134 -0.338 -0.784 -2.05 2.91 3.82
C 0.276 1.203 -1.051 -1.61 -2.07 2.71
F 0.543 -1.146 -1.575 -0.02 -1.16 -1.74
H -1.627 -0.595 1.327 -0.36 0.09 0.85
H -0.370 -0.781 2.754 -0.02 -0.24 -0.75
H -1.314 -0.409 -0.675 2.06 -0.26 -1.56
H -0.302 1.549 -1.852 -1.17 0.90 -0.84
H 1.243 1.197 -1.392 2.60 -0.05 -0.57
H 0.223 1.796 -0.086 -0.26 -0.63 -1.41
```
Positions in Å, forces in eV/Å.

## Properties
- Net charge: 0
- E_HOMO: -9.8401 eV
- SMILES: C=C(Cl)[C@@H](C)F
- E_LUMO: 0.923 eV


No. 6
Entry from OMol25: C5H5N3 in the gas phase (ωB97M-V with the def2-TZVPD basis set).

Geometry as XYZ:
```
13
Properties=species:S:1:pos:R:3:forces:R:3
C 0.494 -1.856 0.421 -0.86 -1.48 1.39
C 0.543 -1.446 -0.803 2.41 0.57 -4.64
C -0.262 -0.188 -0.927 -1.44 2.05 1.65
C 0.038 1.283 -1.193 0.62 1.25 -2.11
N -0.063 2.136 -0.197 0.67 -2.35 -2.33
N -0.161 1.318 0.977 -1.00 -0.18 -0.16
C -0.384 0.143 0.537 0.03 -0.70 1.02
N -0.273 -1.030 1.219 0.12 -0.32 3.58
H 0.722 -2.811 0.824 0.77 -0.56 0.19
H 1.182 -1.856 -1.657 -1.42 0.28 1.41
H -1.304 -0.444 -1.329 1.23 0.56 0.14
H 0.277 1.525 -2.258 -0.48 0.70 1.15
H 0.032 -0.994 2.219 -0.65 0.18 -1.28
```
Positions in Å, forces in eV/Å.

## Properties
- Net charge: 0
- E_HOMO: -8.7329 eV
- SMILES: C1=C[C@@H]2C=NN=C2N1
- E_LUMO: 0.510 eV